DFT (ωB97M-V with the def2-TZVPD basis set) results for a cluster of 2 separate species, C3H9N2 in total.

As for the relative energy (zero: lowest compared OMol25 entry of this formula, charge and spin): 123.3 kcal/mol. The charge is +1. The calculation puts the LUMO energy at -8.11 eV. As for the energy: -228.7903 Ha. The calculation puts the molecular weight at 73.12 g mol⁻¹.

Atoms and positions in Å:
C: 1.00222 -1.28874 1.56655
C: -0.23329 -0.83716 0.78619
C: -0.17326 -0.58967 -0.52949
N: 0.56028 2.49342 -2.82152
N: -1.25116 -0.29011 1.51310
H: 1.60754 -0.46630 1.94747
H: 0.70923 -1.91510 2.40649
H: 1.63978 -1.84378 0.88062
H: -0.91177 -0.81015 -1.30119
H: 1.10110 1.81118 -2.31655
H: 1.02741 2.71116 -3.68564
H: -0.38480 2.19524 -3.00701
H: -2.07471 -0.23239 0.93487
H: -1.39327 -0.63826 2.44728


DFT (ωB97M-V with the def2-TZVPD basis set) results for a cluster of 3 separate species, C5H15NO2 in total.

As for the relative energy (zero: lowest compared OMol25 entry of this formula, charge and spin): 25.6 kcal/mol. The charge is 0. The calculation puts the LUMO energy at 0.56 eV. As for the SMILES: CC(C)=C(C)N.O.O. As for the energy: -404.7142 Ha. The calculation puts the molecular weight at 121.18 g mol⁻¹.

Atoms and positions in Å:
C: 1.60777 -1.20839 1.83376
N: -0.77111 -1.48179 0.10284
C: 0.24544 -0.54860 -0.15688
C: 1.32950 -0.36846 0.61503
C: 2.43501 0.58858 0.28495
C: -0.13356 0.46954 -1.20696
H: 1.96832 -0.56178 2.63653
H: 2.29020 -2.03751 1.63628
H: 0.71966 -1.67317 2.27855
H: -0.46504 -2.22035 0.72182
H: -1.69587 -1.21933 0.41761
H: 3.36543 0.37359 0.81177
H: 2.16371 1.62785 0.50202
H: 2.76125 0.61962 -0.76164
H: 0.73948 0.96589 -1.63544
H: -0.65198 -0.01153 -2.03699
H: -0.73018 1.28211 -0.78789
H: -0.71120 3.96501 0.36140
H: -0.80438 5.39551 0.93351
O: -0.91327 4.88008 0.13410
H: -3.56506 -2.34629 -1.63843
H: -2.04264 -2.49576 -1.50807
O: -2.87104 -2.99258 -1.48952


DFT (ωB97M-V with the def2-TZVPD basis set) results for a cluster of 2 separate species, C24H31N2O2 in total.

As for the relative energy (zero: lowest compared OMol25 entry of this formula, charge and spin): 55.1 kcal/mol. The charge is +1. The calculation puts the LUMO energy at -4.98 eV. As for the energy: -1192.8340 Ha. The calculation puts the molecular weight at 379.52 g mol⁻¹.

Atoms and positions in Å:
C: 1.48090 -5.78603 -0.34330
C: 1.70298 -4.31574 -0.74215
C: 0.63878 -3.59939 0.01771
C: -0.12168 -4.55977 0.74036
O: 0.28813 -5.84259 0.55183
C: -1.16606 -4.16972 1.58794
C: -1.39738 -2.82278 1.73377
C: -0.71533 -1.81549 0.96050
C: -1.00132 -0.42712 1.03400
C: -2.12731 0.16894 1.67443
C: -2.09082 1.55140 2.01761
C: -3.14323 2.12471 2.70445
C: -4.26395 1.33723 3.08343
O: -5.19481 2.01049 3.81238
C: -4.68360 3.40226 3.98229
C: -3.36745 3.51749 3.19140
C: -4.37386 -0.00325 2.69591
C: -3.34263 -0.54327 1.96686
C: 0.35796 -2.25213 0.12980
H: 1.27967 -6.43539 -1.20488
H: 2.33122 -6.19540 0.21956
H: 2.70746 -3.97062 -0.46156
H: 1.57087 -4.17614 -1.82304
H: -1.73021 -4.91869 2.13830
H: -2.10803 -2.51022 2.49102
H: -0.24500 0.24802 0.63295
H: -1.20623 2.15668 1.79978
H: -5.45990 4.08655 3.61920
H: -4.53915 3.56529 5.05869
H: -2.54715 3.87190 3.82360
H: -3.48405 4.20892 2.34582
H: -5.24670 -0.58295 2.98643
H: -3.45149 -1.56464 1.61445
H: 0.96811 -1.52708 -0.41798
C: 3.84768 -0.44705 -1.21442
N: 3.44983 0.14855 -2.46850
C: 4.24654 -0.26302 -3.60720
C: 3.16856 1.56894 -2.37503
C: 1.66589 1.87357 -2.42680
C: 1.36817 3.36711 -2.48636
C: -0.04961 3.48524 -1.89680
C: -0.28907 2.18586 -1.11200
N: 0.89333 1.34098 -1.30105
H: 3.10253 -0.20468 -0.44721
H: 3.90745 -1.53734 -1.31697
H: 4.82755 -0.07445 -0.86519
H: 3.79980 0.11968 -4.53269
H: 5.28910 0.09828 -3.56302
H: 4.27651 -1.35659 -3.66697
H: 3.59415 1.98764 -1.43867
H: 3.64209 2.09445 -3.22520
H: 1.31063 1.38981 -3.35648
H: 2.09668 3.91913 -1.87019
H: 1.45162 3.72405 -3.52232
H: -0.15076 4.37161 -1.26420
H: -0.77146 3.53421 -2.71413
H: -0.42523 2.40889 -0.04891
H: -1.20809 1.66867 -1.43456
H: 0.63739 0.36499 -1.46669